Entry 1:
A single C2H5N molecule in a non-equilibrium geometry, computed with the ωB97M-V functional and the def2-TZVPD basis.

XYZ file:
```
8
Properties=species:S:1:pos:R:3:forces:R:3
C 0.001 -1.297 0.455 -0.24 2.38 0.26
N -0.593 -0.176 0.308 -3.53 -4.80 -1.54
C -0.113 0.917 -0.313 0.42 5.53 0.82
H 1.001 -1.111 0.803 1.50 -1.27 -0.55
H -0.451 -2.291 0.268 -0.06 0.65 1.12
H -0.614 1.336 -1.266 -0.45 -0.96 1.68
H -0.076 1.802 0.454 -0.13 -1.13 -1.50
H 0.844 0.819 -0.709 2.49 -0.41 -0.29
```
Positions in Å, forces in eV/Å.

Properties
Energy ... -3642.509 eV
Gap between HOMO and LUMO ... 9.2 eV
HOMO ... -0.3108 Ha
Lowest unoccupied orbital energy ... 0.7 eV
M ... 43.069 g mol⁻¹
Spin multiplicity ... 1
Net charge ... 0
Energy above the lowest of the compared OMol25 structures with the same formula, charge and spin ... 46.2 kcal per mole

Here are the Mulliken charges for atoms 1 to 5, given in e: atom 1 (C): -0.315, atom 2 (N): -0.362, atom 3 (C): -0.661, atom 4 (H): 0.318, atom 5 (H): 0.243

Entry 2:
A gas-phase ion, C2H5N2 (charge +1) in a non-equilibrium geometry, computed with the ωB97M-V functional and the def2-TZVPD basis.

XYZ file:
```
9
Properties=species:S:1:pos:R:3:forces:R:3
N 1.411 0.037 0.181 0.73 -0.83 -2.30
C 0.286 0.126 -0.514 1.97 0.71 -2.71
C -0.916 0.640 0.104 0.78 1.41 -0.90
N -1.014 -0.586 0.070 -5.78 -2.98 1.86
H 2.026 -0.691 -0.165 0.36 0.29 0.33
H 1.290 0.080 1.132 0.30 0.21 2.77
H 0.437 -0.070 -1.630 -0.78 0.61 1.63
H -1.523 1.456 0.416 -0.23 0.66 0.16
H -1.996 -0.992 0.407 2.64 -0.08 -0.85
```
Positions in Å, forces in eV/Å.

Properties
Energy ... -5125.245 eV
Gap between HOMO and LUMO ... 11.0 eV
HOMO ... -0.5892 Ha
Lowest unoccupied orbital energy ... -5.0 eV
M ... 57.076 g mol⁻¹
Spin multiplicity ... 1
Net charge ... +1
Energy above the lowest of the compared OMol25 structures with the same formula, charge and spin ... 41.5 kcal per mole

Here are the Mulliken charges for atoms 1 to 5, given in e: atom 1 (N): -0.372, atom 2 (C): 0.205, atom 3 (C): -0.204, atom 4 (N): -0.242, atom 5 (H): 0.279

Entry 3:
A molecular structure, C2H5N2 in a non-equilibrium geometry, computed with the ωB97M-V functional and the def2-TZVPD basis.

XYZ file:
```
9
Properties=species:S:1:pos:R:3:forces:R:3
C -0.467 -0.300 0.145 -1.64 0.05 -2.14
C -1.475 0.589 -0.216 1.33 -2.39 2.34
N 2.232 -0.077 -0.087 -3.61 2.83 -1.92
N 1.222 0.371 -0.422 4.27 0.04 -0.15
H -0.401 -0.501 1.148 0.39 -0.57 2.41
H -0.017 -1.085 -0.507 -1.21 0.49 0.18
H -1.722 0.750 -1.209 -0.47 0.68 -1.68
H -2.096 0.911 0.621 0.12 0.49 -0.52
H 2.724 -0.659 0.526 0.83 -1.62 1.48
```
Positions in Å, forces in eV/Å.

Properties
Energy ... -5123.123 eV
Gap between HOMO and LUMO (spin up / spin down) ... 8.2 / 8.0 eV
HOMO (spin up / spin down) ... -0.5563 / -0.5496 Ha
Lowest unoccupied orbital energy (spin up / spin down) ... -6.9 / -7.0 eV
M ... 57.076 g mol⁻¹
Spin multiplicity ... 1
Net charge ... +1
Energy above the lowest of the compared OMol25 structures with the same formula, charge and spin ... 90.5 kcal per mole

Here are the Mulliken charges for atoms 1 to 5, given in e: atom 1 (C): -0.364, atom 2 (C): -0.374, atom 3 (N): 0.006, atom 4 (N): 0.180, atom 5 (H): 0.337

Entry 4:
A molecular structure, C2H5N2 in a non-equilibrium geometry, computed with the ωB97M-V functional and the def2-TZVPD basis.

XYZ file:
```
9
Properties=species:S:1:pos:R:3:forces:R:3
C 0.002 -1.126 0.043 -1.63 0.82 -1.49
C 0.010 0.806 0.019 0.08 1.82 1.88
N -0.965 -0.234 -0.023 1.02 -0.91 1.81
N 0.969 -0.268 -0.009 4.20 0.23 -0.09
H -0.133 -2.121 -0.157 0.41 -2.65 0.18
H -0.206 1.272 -0.912 1.05 1.54 -0.66
H 0.127 1.395 1.017 -0.61 -0.62 -2.11
H -1.925 -0.237 -0.059 -2.44 -0.19 0.09
H 2.022 -0.311 -0.131 -2.08 -0.03 0.39
```
Positions in Å, forces in eV/Å.

Properties
Energy ... -5126.456 eV
Gap between HOMO and LUMO ... 12.1 eV
HOMO ... -0.5993 Ha
Lowest unoccupied orbital energy ... -4.2 eV
M ... 57.076 g mol⁻¹
Spin multiplicity ... 1
Net charge ... +1
Energy above the lowest of the compared OMol25 structures with the same formula, charge and spin ... 13.6 kcal per mole

Here are the Mulliken charges for atoms 1 to 5, given in e: atom 1 (C): 0.073, atom 2 (C): -0.168, atom 3 (N): -0.109, atom 4 (N): -0.218, atom 5 (H): 0.389

Entry 5:
A gas-phase ion, C2H5N2 (charge +1) in a non-equilibrium geometry, computed with the ωB97M-V functional and the def2-TZVPD basis.

XYZ file:
```
9
Properties=species:S:1:pos:R:3:forces:R:3
C -0.163 0.638 -0.081 -2.40 0.12 0.78
C 0.858 -0.332 0.069 1.81 0.89 -2.34
N -2.515 -0.267 -0.317 1.68 0.43 1.39
N -1.763 0.294 0.392 -0.60 -1.36 -0.87
H -0.105 1.652 0.231 0.21 0.72 -0.08
H 0.805 -1.330 -0.368 -0.41 -0.07 0.78
H 1.713 -0.065 0.727 -0.91 -0.61 0.36
H 1.242 0.200 -0.875 0.80 -0.61 0.25
H -3.366 -0.740 0.064 -0.18 0.48 -0.27
```
Positions in Å, forces in eV/Å.

Properties
Energy ... -5121.653 eV
Gap between HOMO and LUMO (spin up / spin down) ... 8.0 / 10.2 eV
HOMO (spin up / spin down) ... -0.5162 / -0.6734 Ha
Lowest unoccupied orbital energy (spin up / spin down) ... -6.1 / -8.1 eV
M ... 57.076 g mol⁻¹
Spin multiplicity ... 3
⟨S²⟩ ... 2.0053
Net charge ... +1
Energy above the lowest of the compared OMol25 structures with the same formula, charge and spin ... 28.0 kcal per mole

Here are the Mulliken charges for atoms 1 to 5, given in e: atom 1 (C): -0.194, atom 2 (C): -0.633, atom 3 (N): -0.096, atom 4 (N): 0.209, atom 5 (H): 0.376

Entry 6:
A gas-phase ion, C2H5N2O (charge +1) in a non-equilibrium geometry, computed with the ωB97M-V functional and the def2-TZVPD basis.

XYZ file:
```
10
Properties=species:S:1:pos:R:3:forces:R:3
N 1.240 0.135 0.405 -3.05 3.88 -1.63
C -0.075 0.341 -0.395 -0.49 -2.77 2.17
N -0.796 -0.885 -0.547 -0.33 0.65 2.10
C -1.392 -0.017 0.320 1.81 -0.26 -1.84
O -2.242 0.268 1.058 -0.83 0.07 0.63
H 1.141 -0.585 1.028 -0.24 -2.58 2.01
H 1.116 1.022 0.884 1.33 0.20 0.81
H 2.056 0.092 -0.127 1.88 -0.12 -1.13
H -0.018 0.932 -1.229 0.66 1.91 -1.61
H -1.029 -1.303 -1.397 -0.75 -0.98 -1.51
```
Positions in Å, forces in eV/Å.

Properties
Energy ... -7173.286 eV
Gap between HOMO and LUMO ... 11.2 eV
HOMO ... -0.5577 Ha
Lowest unoccupied orbital energy ... -4.0 eV
M ... 73.075 g mol⁻¹
Spin multiplicity ... 1
Net charge ... +1
Energy above the lowest of the compared OMol25 structures with the same formula, charge and spin ... 63.3 kcal per mole

Here are the Mulliken charges for atoms 1 to 5, given in e: atom 1 (N): -0.274, atom 2 (C): -0.272, atom 3 (N): -0.308, atom 4 (C): 0.472, atom 5 (O): -0.342

Entry 7:
2 unconnected molecules or ions with the total composition C2H5N2O2 in a non-equilibrium geometry, computed with the ωB97M-V functional and the def2-TZVPD basis.

XYZ file:
```
11
Properties=species:S:1:pos:R:3:forces:R:3
C 1.520 0.506 -0.354 0.50 -1.30 1.82
C 0.822 -0.846 -0.515 1.06 2.57 -0.20
N -1.339 -0.688 1.063 2.51 -1.48 0.26
N -2.112 0.127 0.604 -2.38 0.63 1.18
O -1.920 1.032 -0.227 0.55 0.32 -0.81
O -3.265 -0.004 1.187 -0.66 0.49 -0.44
H 0.946 1.399 -0.647 0.29 -0.66 -0.55
H 1.605 0.654 0.770 0.22 -0.05 -0.97
H 2.582 0.410 -0.727 -1.05 0.64 0.13
H 1.296 -1.746 -0.261 0.60 -0.92 0.43
H -0.136 -0.844 -0.894 -1.65 -0.24 -0.84
```
Positions in Å, forces in eV/Å.

Properties
Energy ... -9224.586 eV
Gap between HOMO and LUMO (spin up / spin down) ... 7.9 / 8.0 eV
HOMO (spin up / spin down) ... -0.1401 / -0.1386 Ha
Lowest unoccupied orbital energy (spin up / spin down) ... 4.1 / 4.2 eV
M ... 89.074 g mol⁻¹
Spin multiplicity ... 1
Net charge ... -1
Energy above the lowest of the compared OMol25 structures with the same formula, charge and spin ... 174.7 kcal per mole

Here are the Mulliken charges for atoms 1 to 5, given in e: atom 1 (C): -0.617, atom 2 (C): -0.878, atom 3 (N): -0.686, atom 4 (N): 1.143, atom 5 (O): -0.690

Entry 8:
A gas-phase ion, C2H5N2O2 (charge +1) in a non-equilibrium geometry, computed with the ωB97M-V functional and the def2-TZVPD basis.

XYZ file:
```
11
Properties=species:S:1:pos:R:3:forces:R:3
O 1.478 -0.592 -1.226 0.43 -2.05 -2.19
N 0.467 -0.324 -0.439 -2.05 2.33 1.21
C -0.645 0.245 -0.888 -0.70 -1.65 3.96
N -1.544 0.444 0.100 2.00 -0.33 0.85
O -0.970 -0.065 1.316 1.45 0.86 -1.52
C 0.442 -0.080 1.017 0.31 -1.08 1.84
H 2.365 -0.221 -1.175 -0.08 1.12 1.21
H -0.882 0.469 -1.834 -0.55 0.60 -3.59
H -2.511 0.198 0.233 -0.61 0.32 -1.21
H 0.763 -0.908 1.656 0.57 0.03 -0.54
H 1.037 0.833 1.241 -0.77 -0.15 -0.03
```
Positions in Å, forces in eV/Å.

Properties
Energy ... -9218.313 eV
Gap between HOMO and LUMO ... 10.1 eV
HOMO ... -0.5470 Ha
Lowest unoccupied orbital energy ... -4.8 eV
M ... 89.074 g mol⁻¹
Spin multiplicity ... 1
Net charge ... +1
Energy above the lowest of the compared OMol25 structures with the same formula, charge and spin ... 88.2 kcal per mole

Here are the Mulliken charges for atoms 1 to 5, given in e: atom 1 (O): -0.452, atom 2 (N): 0.330, atom 3 (C): -0.089, atom 4 (N): -0.086, atom 5 (O): -0.234

Entry 9:
2 unconnected molecules or ions with the total composition C2H5N2O3 in a non-equilibrium geometry, computed with the ωB97M-V functional and the def2-TZVPD basis.

XYZ file:
```
12
Properties=species:S:1:pos:R:3:forces:R:3
O -2.550 -0.085 -2.631 -0.26 0.20 -0.44
C -1.550 -0.158 -1.925 0.16 -0.45 0.89
O -1.449 0.040 -0.675 -0.44 0.29 -0.21
H -0.596 -0.514 -2.385 0.12 0.09 -0.29
N 0.710 0.988 1.984 0.31 -0.42 -0.73
C 1.451 0.033 1.310 -0.30 0.21 0.15
N 0.718 -0.752 0.490 0.44 0.18 0.75
O 2.663 -0.062 1.487 0.29 -0.06 0.03
H -0.268 0.820 2.059 -0.47 0.26 0.14
H 1.210 1.553 2.630 0.04 0.17 0.41
H -0.180 -0.417 0.040 -0.01 -0.09 -0.21
H 1.297 -1.430 0.049 0.12 -0.38 -0.51
```
Positions in Å, forces in eV/Å.

Properties
Energy ... -11280.758 eV
Gap between HOMO and LUMO ... 8.8 eV
HOMO ... -0.1803 Ha
Lowest unoccupied orbital energy ... 3.9 eV
M ... 105.073 g mol⁻¹
Spin multiplicity ... 1
Net charge ... -1
Energy above the lowest of the compared OMol25 structures with the same formula, charge and spin ... 10.4 kcal per mole

Here are the Mulliken charges for atoms 1 to 5, given in e: atom 1 (O): -0.614, atom 2 (C): 0.095, atom 3 (O): -0.719, atom 4 (H): 0.193, atom 5 (N): -0.383

Entry 10:
A single C2H5N3 molecule in a non-equilibrium geometry, computed with the ωB97M-V functional and the def2-TZVPD basis.

XYZ file:
```
10
Properties=species:S:1:pos:R:3:forces:R:3
H -0.947 1.442 0.903 -0.27 0.42 -0.64
N -1.649 0.766 0.580 1.84 -2.29 -0.66
C -1.078 -0.104 -0.215 -3.77 2.50 -0.67
C 0.181 -0.063 -1.008 0.55 -0.43 3.96
N 0.777 -0.779 0.392 2.49 -0.37 -1.35
N 1.436 0.036 1.044 0.25 0.21 -1.78
H 2.033 -0.424 1.746 -1.10 -0.39 0.53
H -1.664 -1.007 -0.470 0.09 0.46 0.28
H 0.783 0.841 -1.085 -0.50 0.07 -0.15
H 0.130 -0.707 -1.887 0.43 -0.18 0.48
```
Positions in Å, forces in eV/Å.

Properties
Energy ... -6621.651 eV
Gap between HOMO and LUMO ... 8.9 eV
HOMO ... -0.3271 Ha
Lowest unoccupied orbital energy ... 0.0 eV
M ... 71.083 g mol⁻¹
Spin multiplicity ... 1
Net charge ... 0
Energy above the lowest of the compared OMol25 structures with the same formula, charge and spin ... 75.8 kcal per mole

Here are the Mulliken charges for atoms 1 to 5, given in e: atom 1 (H): 0.263, atom 2 (N): -0.606, atom 3 (C): 0.007, atom 4 (C): -0.415, atom 5 (N): -0.035

Entry 11:
A single C2H5N3O molecule in a non-equilibrium geometry, computed with the ωB97M-V functional and the def2-TZVPD basis.

XYZ file:
```
11
Properties=species:S:1:pos:R:3:forces:R:3
H -1.699 1.531 0.036 1.57 0.56 -0.15
N -0.643 1.441 0.067 -1.42 -0.08 0.38
C -0.478 0.184 0.014 -1.19 -0.87 -0.39
N -1.558 -0.720 -0.092 0.46 -0.98 0.28
N 0.793 -0.448 -0.041 -1.99 -3.87 2.80
C 1.892 0.331 -0.170 3.61 0.27 1.02
O 3.045 -0.099 0.072 -3.07 1.40 -0.89
H -1.284 -1.675 -0.474 -1.25 1.84 1.08
H -2.490 -0.470 0.367 2.20 -0.94 -1.21
H 0.800 -1.507 0.658 0.52 4.54 -3.09
H 1.623 1.433 -0.437 0.57 -1.88 0.17
```
Positions in Å, forces in eV/Å.

Properties
Energy ... -8671.631 eV
Gap between HOMO and LUMO ... 10.0 eV
HOMO ... -0.3568 Ha
Lowest unoccupied orbital energy ... 0.3 eV
M ... 87.082 g mol⁻¹
Spin multiplicity ... 1
Net charge ... 0
Energy above the lowest of the compared OMol25 structures with the same formula, charge and spin ... 46.4 kcal per mole

Here are the Mulliken charges for atoms 1 to 5, given in e: atom 1 (H): 0.220, atom 2 (N): -0.624, atom 3 (C): 0.501, atom 4 (N): -0.486, atom 5 (N): -0.268

Entry 12:
A single C2H5N3O molecule in a non-equilibrium geometry, computed with the ωB97M-V functional and the def2-TZVPD basis.

XYZ file:
```
11
Properties=species:S:1:pos:R:3:forces:R:3
H 0.188 -1.694 -0.673 2.73 -0.11 0.68
N 1.131 -1.216 -0.355 -3.33 -4.35 -1.73
C 0.663 -0.101 -0.108 2.73 4.69 0.52
N 1.539 0.919 0.109 -2.49 4.05 1.22
C -0.723 0.465 -0.121 -1.14 -3.18 -0.87
N -1.588 -0.733 -0.089 -1.90 -0.18 6.94
O -0.983 1.606 -0.378 -0.59 -0.43 0.60
H 2.525 0.774 -0.050 -0.29 0.40 0.12
H 0.976 1.915 0.269 2.91 -3.37 -0.74
H -2.522 -0.525 0.499 2.01 0.10 -2.59
H -1.205 -1.411 0.897 -0.65 2.39 -4.15
```
Positions in Å, forces in eV/Å.

Properties
Energy ... -8670.763 eV
Gap between HOMO and LUMO ... 9.5 eV
HOMO ... -0.3416 Ha
Lowest unoccupied orbital energy ... 0.2 eV
M ... 87.082 g mol⁻¹
Spin multiplicity ... 1
Net charge ... 0
Energy above the lowest of the compared OMol25 structures with the same formula, charge and spin ... 66.4 kcal per mole

Here are the Mulliken charges for atoms 1 to 5, given in e: atom 1 (H): 0.344, atom 2 (N): -0.720, atom 3 (C): 0.461, atom 4 (N): -0.483, atom 5 (C): 0.463